[1]
Density functional theory data (ωB97M-V/def2-TZVPD) for a single C2H3BrFI molecule.

The value obtained for the lowest unoccupied orbital energy is 0.007 hartree. As for the electronic energy: -3049.5547 hartree. Its SMILES is F[C@H](Br)CI. For the HOMO-LUMO gap, the calculation gives 0.3689 Eh.

Element x y z (Å)
1 C 0.3408 0.2891 -0.4580
2 C -0.7179 0.2592 0.7262
3 F -1.2007 1.5158 0.7537
4 Br 0.0615 -0.2646 2.4664
5 I -0.6812 0.6850 -2.2756
6 H 1.0388 1.1291 -0.2134
7 H 1.0845 -0.5673 -0.5428
8 H -1.7209 -0.3418 0.5296



[2]
Density functional theory data (ωB97M-V/def2-TZVPD) for a single C2H3BrFNO2 molecule.

As for the spin multiplicity: 3. The value obtained for the lowest unoccupied orbital energy (alpha / beta) is 0.026 / -0.141 hartree. As for the electronic energy: -2956.8585 hartree. For the HOMO-LUMO gap (alpha / beta), the calculation gives 0.3297 / 0.2637 Eh.

Element x y z (Å)
1 C 0.4151 0.1465 0.0950
2 C -0.8505 -0.3140 0.7522
3 N 1.3546 -1.0069 -0.3461
4 O 0.8968 -1.9248 -0.9979
5 O 2.5027 -0.8210 -0.0224
6 F -0.5507 -0.4828 2.1021
7 Br -2.2717 0.9606 0.6829
8 H 0.0463 0.7257 -0.7298
9 H 1.2741 0.8184 0.6123
10 H -1.1128 -1.3501 0.3137



Table of M (g mol⁻¹), in record order: 252.852 171.953